{"formula": "C44H77N11", "method": "the ωB97M-V functional and the def2-TZVPD basis", "symbols": ["C", "C", "C", "C", "N", "H", "H", "H", "H", "H", "H", "H", "C", "C", "C", "C", "N", "H", "H", "H", "H", "H", "H", "H", "C", "C", "C", "C", "N", "H", "H", "H", "H", "H", "H", "H", "C", "C", "C", "C", "N", "H", "H", "H", "H", "H", "H", "H", "C", "C", "C", "C", "N", "H", "H", "H", "H", "H", "H", "H", "C", "C", "C", "C", "N", "H", "H", "H", "H", "H", "H", "H", "C", "C", "C", "C", "N", "H", "H", "H", "H", "H", "H", "H", "C", "C", "C", "C", "N", "H", "H", "H", "H", "H", "H", "H", "C", "C", "C", "C", "N", "H", "H", "H", "H", "H", "H", "H", "C", "C", "C", "C", "N", "H", "H", "H", "H", "H", "H", "H", "C", "C", "C", "C", "N", "H", "H", "H", "H", "H", "H", "H"], "coordinates": [[1.146770, 18.961840, 6.811950], [1.764650, 18.557030, 5.388890], [1.825440, 19.641690, 4.204260], [0.559120, 20.258090, 4.022570], [-0.462900, 20.770100, 3.756040], [1.125580, 18.133340, 7.519940], [0.098780, 19.184140, 6.610970], [1.624000, 19.830090, 7.266380], [1.116840, 17.777210, 4.988480], [2.740200, 18.094210, 5.537890], [2.287220, 19.259790, 3.293760], [2.500280, 20.421480, 4.557270], [-5.600810, 13.542740, 4.641730], [-4.181930, 13.977400, 4.991330], [-3.065890, 13.099550, 4.345550], [-3.185080, 12.724680, 2.890590], [-3.156140, 12.366010, 1.796610], [-5.454400, 12.503470, 4.347480], [-5.982950, 14.056660, 3.759710], [-6.182700, 13.709990, 5.548120], [-4.166180, 13.829480, 6.071130], [-4.104930, 15.036880, 4.747040], [-2.933590, 12.130730, 4.827210], [-2.082850, 13.563630, 4.425270], [-5.542540, 17.236780, 10.510130], [-4.099320, 17.054220, 11.076570], [-2.981360, 17.505110, 10.115350], [-2.880130, 16.610660, 8.925290], [-2.757770, 15.986740, 7.956650], [-6.139490, 16.399470, 10.871620], [-5.599680, 17.257210, 9.421820], [-6.074790, 18.139400, 10.810260], [-3.987120, 15.970010, 11.079790], [-4.077400, 17.349690, 12.125530], [-2.024380, 17.396290, 10.625690], [-3.039250, 18.571930, 9.899370], [-8.280350, 22.209640, 5.513650], [-9.060260, 22.765030, 4.225460], [-10.557760, 22.779420, 4.424900], [-11.249670, 21.617170, 3.901000], [-11.672410, 20.616480, 3.460350], [-8.619180, 21.261450, 5.931050], [-8.142450, 22.988010, 6.264130], [-7.284350, 21.823960, 5.296100], [-8.870370, 22.078230, 3.400640], [-8.816870, 23.764690, 3.865520], [-11.033110, 23.668110, 4.009710], [-10.897610, 22.694640, 5.457090], [-1.921160, 17.382210, 4.483320], [-3.069480, 18.385280, 4.443100], [-4.075590, 18.148420, 5.537280], [-5.350580, 18.955560, 5.546750], [-6.299800, 19.562870, 5.484280], [-1.183630, 17.610910, 3.714000], [-2.420670, 16.444870, 4.238390], [-1.489300, 17.207260, 5.468710], [-3.447920, 18.468160, 3.424270], [-2.561570, 19.347810, 4.503650], [-3.523560, 18.378070, 6.448670], [-4.418780, 17.113880, 5.543620], [1.944180, 13.104780, 8.184780], [1.777040, 14.595290, 8.021870], [0.266820, 15.125830, 7.999760], [-0.629940, 14.114630, 7.301440], [-1.283270, 13.367870, 6.751760], [1.141180, 12.601230, 8.723030], [2.919620, 12.923290, 8.636080], [1.895870, 12.688460, 7.178580], [2.253310, 14.908550, 7.092810], [2.191690, 15.144350, 8.867270], [0.270640, 16.067380, 7.450610], [-0.071860, 15.159610, 9.035250], [-3.598450, 17.234410, 1.040000], [-4.032090, 16.505800, -0.307560], [-4.977590, 15.318520, 0.052350], [-6.082040, 15.515110, 0.945240], [-7.005980, 15.687410, 1.631050], [-2.957660, 18.094370, 0.845190], [-3.165630, 16.541550, 1.761600], [-4.486750, 17.608540, 1.548970], [-3.226640, 16.115140, -0.929440], [-4.517050, 17.217260, -0.975940], [-4.547900, 14.437570, 0.529210], [-5.219820, 14.840730, -0.896940], [-4.466470, 22.451280, 6.512370], [-2.979960, 22.583590, 6.499850], [-2.314960, 23.556890, 5.437770], [-3.088840, 24.787350, 5.124450], [-3.573640, 25.761200, 4.765970], [-5.033870, 22.094350, 5.652860], [-4.816150, 23.483660, 6.516560], [-4.847250, 22.020690, 7.438490], [-2.610380, 21.597030, 6.220190], [-2.642740, 22.836130, 7.505140], [-2.359550, 23.198950, 4.409190], [-1.276700, 23.800810, 5.662750], [-9.211120, 17.878450, 5.562730], [-10.256370, 17.772380, 4.380900], [-10.479740, 16.241600, 3.911740], [-10.688720, 15.275500, 5.021480], [-10.780590, 14.501030, 5.900310], [-8.288030, 17.324710, 5.391340], [-9.684870, 17.394780, 6.416970], [-8.951060, 18.900860, 5.836830], [-9.925820, 18.294060, 3.482750], [-11.178760, 18.204120, 4.769370], [-9.723450, 15.934460, 3.189380], [-11.374400, 16.034540, 3.324550], [-7.847270, 19.668530, 2.076820], [-6.944850, 20.615820, 1.180160], [-6.604640, 22.044570, 1.682860], [-7.648550, 23.037670, 1.347510], [-8.467060, 23.865500, 0.996540], [-7.281190, 19.670570, 3.008290], [-7.886780, 18.697950, 1.582340], [-8.800920, 20.092320, 2.391540], [-7.389940, 20.764650, 0.196370], [-6.066730, 20.001410, 0.981410], [-5.590930, 22.427110, 1.563820], [-6.549570, 21.827200, 2.749550], [0.185800, 15.578410, 1.284590], [0.966600, 14.320950, 1.167320], [1.000030, 13.512830, 2.484660], [1.753430, 12.292870, 2.355710], [2.421830, 11.247570, 2.286180], [0.599240, 16.179360, 2.094550], [-0.879980, 15.446120, 1.470900], [0.316080, 16.230460, 0.420910], [2.024020, 14.555420, 1.044910], [0.613610, 13.769100, 0.296140], [0.010180, 13.108100, 2.695570], [1.305540, 14.296120, 3.178370]], "atomic_forces_ev_per_a": [[0.003, 0.156, -2.007], [-0.574, -0.027, 0.228], [1.518, -0.689, 2.747], [-3.597, 1.659, -1.703], [2.414, -1.269, 0.970], [0.431, -0.079, -0.199], [-0.101, 0.332, 0.199], [0.048, -0.077, -0.057], [-0.005, -0.243, 0.129], [0.130, 0.267, -0.200], [-0.447, -0.239, 0.003], [0.130, 0.214, -0.080], [0.897, -0.293, -0.584], [-0.090, -0.449, -0.223], [0.009, 0.168, -0.925], [-0.100, 0.431, 0.733], [-0.132, 0.270, 0.167], [-0.987, -0.329, 0.373], [-0.262, 0.093, 0.213], [-0.564, -0.353, -0.530], [0.918, 0.332, -0.044], [0.592, -0.033, 0.144], [-0.303, 0.113, 0.379], [-0.080, 0.149, 0.126], [0.111, 0.146, 0.280], [-1.292, -1.131, -1.238], [0.281, -0.221, 0.904], [-0.135, 0.647, -0.656], [-0.260, 0.682, 1.141], [-0.124, 0.054, -0.157], [0.280, -0.318, -0.083], [0.338, 0.171, 0.293], [0.126, -0.143, 0.393], [0.567, 0.517, -0.286], [0.151, -0.062, 0.089], [-0.174, -0.134, -0.659], [0.373, 0.576, -1.289], [0.706, -1.359, 1.106], [-1.550, -0.090, 0.585], [-0.599, -2.952, -1.930], [0.747, 2.366, 1.088], [-1.128, 0.336, 0.079], [-0.340, -0.147, 0.158], [0.278, 0.663, -0.622], [0.152, 0.160, 0.010], [0.697, -0.139, 0.468], [0.036, 0.021, -0.030], [0.499, 0.689, 0.502], [-1.244, -0.903, -0.324], [1.299, 1.397, -0.945], [-1.044, 0.566, 0.415], [3.568, -1.701, -0.443], [-2.119, 1.325, 0.006], [0.078, -0.021, 0.195], [0.520, -0.518, -0.188], [0.143, 0.405, 0.060], [-0.497, -0.585, 0.085], [-0.420, 0.490, 0.641], [-0.385, -0.336, 0.367], [0.262, -0.137, 0.201], [-0.053, -0.094, -0.546], [-1.606, 0.995, 0.307], [0.714, -2.391, -0.842], [1.854, 2.487, 1.207], [-0.826, -1.286, -0.696], [0.133, 0.204, 0.384], [-0.136, -0.390, -0.069], [0.266, -0.367, 0.088], [0.145, 0.156, 0.148], [0.401, 0.018, -0.158], [-0.530, 0.007, 0.380], [-0.173, 0.490, -0.187], [-0.466, -0.438, -1.323], [-0.212, 0.112, 2.087], [1.106, -0.835, -1.084], [-2.518, 1.232, 0.591], [1.481, -0.293, -0.787], [0.205, -0.166, 0.099], [0.397, -0.062, -0.234], [-0.226, 0.091, -0.213], [0.322, -0.125, 0.502], [-0.417, 0.009, 0.250], [1.313, 0.205, 0.189], [-0.989, 0.217, -0.043], [-1.384, 2.085, 0.026], [1.233, -0.626, -1.402], [-1.737, 0.263, -0.151], [0.897, -0.095, 0.988], [-0.423, 0.260, -0.060], [0.700, -0.744, -0.114], [-0.443, 0.309, 0.413], [0.099, -0.312, -0.187], [0.660, -0.082, 0.329], [0.148, 0.053, -0.131], [0.480, -1.185, 0.147], [-0.178, 0.025, 0.107], [-0.894, -0.672, -0.707], [0.750, -1.521, 0.530], [-0.643, 0.607, 0.645], [0.917, -1.523, 1.855], [0.025, 2.034, -2.233], [0.043, 0.081, -0.309], [0.054, 0.100, 0.215], [-0.157, -0.014, -0.237], [-0.160, 0.152, 0.200], [-0.073, -0.070, -0.447], [0.592, -0.198, 0.636], [-0.422, 0.924, -0.160], [1.448, 2.081, 0.009], [-0.851, -0.468, -1.327], [-0.392, -1.161, 1.475], [-3.709, 4.300, -1.880], [4.588, -4.768, 2.048], [-0.002, -0.854, 0.244], [-0.272, 0.046, 0.374], [-0.291, -0.160, -0.661], [-0.191, -0.302, -0.135], [0.420, 0.428, 0.143], [-0.134, -0.001, -1.025], [-0.552, 0.826, 0.619], [-0.098, 1.282, 0.386], [0.681, -0.794, -0.241], [-1.527, 0.334, -1.316], [5.959, -7.448, 0.007], [-4.857, 7.423, 0.390], [-0.145, 0.094, 0.380], [-0.010, -0.155, -0.039], [-0.163, -0.234, -0.267], [0.023, 0.169, -0.635], [0.188, -0.389, 0.185], [-0.421, 0.573, 0.418], [0.287, -0.868, 0.761]], "gap_ha": 0.3831, "lumo_energy_ev": -0.3}


{"formula": "C3H3NOS2", "method": "the ωB97M-V functional and the def2-TZVPD basis", "symbols": ["S", "C", "C", "N", "C", "S", "O", "H", "H", "H"], "coordinates": [[-2.594662, -0.508230, -0.029500], [-1.037780, 0.142108, -0.011187], [-0.527734, 1.398853, -0.066516], [0.880967, 1.382823, -0.020319], [1.197964, 0.122866, -0.137722], [2.844441, -0.478065, -0.021119], [0.074061, -0.689568, -0.151737], [-2.242179, -1.864744, 0.062646], [-1.192837, 2.330720, 0.136167], [2.597755, -1.836765, 0.239289]], "atomic_forces_ev_per_a": [[-1.203, -1.883, 0.053], [3.522, 0.624, -1.017], [-1.550, 1.695, 1.689], [-0.457, -0.864, -0.799], [-2.063, 0.868, 0.900], [-0.375, -1.287, 0.007], [0.631, -0.537, 0.177], [-0.159, 1.511, -0.040], [1.759, -1.632, -0.660], [-0.105, 1.506, -0.310]], "gap_ha": 0.3215, "lumo_energy_ev": 0.5}